1.
This record from OMol25 describes a gas-phase ion, C2H7BrN (charge +1) at a distorted geometry. The level of theory is ωB97M-V with the def2-TZVPD basis set.

* Kohn-Sham gap: 11.2782 eV
* total energy: -2708.8718 hartree
* E_HOMO: -15.26 eV
* charge: +1
* SMILES: C[NH2+]CBr
* multiplicity: 1
* molecular weight: 124.99 g mol⁻¹
* energy relative to the best compared isomer or geometry (same formula, charge and spin): 9.9 kcal per mole

Geometry as XYZ:
```
11
Properties=species:S:1:pos:R:3:forces:R:3
C 0.0437 -0.7000 0.7489 -1.22 -3.25 0.73
C -0.2936 0.8274 -1.2901 4.79 -0.91 -1.62
N 0.3673 0.5537 0.0483 0.93 1.75 1.03
Br 0.1289 2.6752 -1.8753 -0.64 -1.44 0.66
H -1.1322 -0.8457 0.7465 2.51 0.26 -0.10
H 0.5565 -1.5872 0.1913 -1.10 1.60 1.06
H 0.3776 -0.7264 1.8752 -0.42 0.48 -2.38
H 0.2531 0.1124 -2.0384 -1.45 1.37 1.26
H -1.2535 0.5476 -1.0795 -2.87 -0.03 -0.35
H 1.4139 0.6778 -0.0016 -1.29 0.12 0.03
H -0.0278 1.2825 0.6692 0.77 0.06 -0.30
```
Positions in Å, forces in eV/Å.

Results of the Mulliken charge analysis, in e, for atoms 1 through 4: atom 1 (C): -0.768, atom 2 (C): -0.529, atom 3 (N): -0.244, atom 4 (Br): -0.012

2.
This record from OMol25 describes a single C5H5NO2 molecule at a distorted geometry. The level of theory is ωB97M-V with the def2-TZVPD basis set.

* Kohn-Sham gap: 8.4609 eV
* total energy: -398.7344 hartree
* E_HOMO: -8.21 eV
* SMILES: O=C1C=CN/C1=C/O
* multiplicity: 1
* molecular weight: 111.10 g mol⁻¹
* energy relative to the best compared isomer or geometry (same formula, charge and spin): 27.6 kcal per mole

Geometry as XYZ:
```
13
Properties=species:S:1:pos:R:3:forces:R:3
C 1.6876 -0.8020 0.0802 -1.01 -1.31 0.93
C 0.3796 -0.4265 0.0051 0.73 1.48 -0.55
C -1.8764 -0.2214 -0.0295 -0.24 0.16 0.34
C -1.4450 1.0617 -0.0183 1.08 -0.47 0.16
C 0.0172 1.0360 -0.0228 -0.82 -1.37 0.07
H 2.3407 0.9336 -0.2917 -0.18 0.04 0.32
H 1.9926 -1.8281 0.4387 -0.21 1.10 -0.87
H -0.8594 -2.0819 -0.3412 -0.40 0.54 0.22
H -2.9266 -0.5136 0.0663 0.59 -0.29 -0.32
H -1.9783 1.9668 0.1258 -0.62 0.38 -0.12
N -0.8357 -1.1277 0.0092 0.21 -0.86 0.15
O 2.6976 0.0429 -0.0770 0.07 -0.05 -0.03
O 0.8062 1.9603 0.0551 0.82 0.66 -0.29
```
Positions in Å, forces in eV/Å.

Results of the Mulliken charge analysis, in e, for atoms 1 through 4: atom 1 (C): -0.200, atom 2 (C): -0.238, atom 3 (C): -0.275, atom 4 (C): -0.744

3.
This record from OMol25 describes 2 unconnected molecules or ions with the total composition C3H2O at a distorted geometry. The level of theory is ωB97M-V with the def2-TZVPD basis set.

* Kohn-Sham gap (spin up / spin down): 5.7151 / 5.7114 eV
* total energy: -190.3702 hartree
* E_HOMO (spin up / spin down): -10.39 / -10.39 eV
* multiplicity: 1
* molecular weight: 54.05 g mol⁻¹
* energy relative to the best compared isomer or geometry (same formula, charge and spin): 183.5 kcal per mole

Geometry as XYZ:
```
6
Properties=species:S:1:pos:R:3:forces:R:3
C -4.3831 -0.3127 -0.0391 -2.96 -4.98 0.73
C -3.7922 0.7061 -0.1870 2.99 4.97 -0.72
C -0.8814 0.0512 0.1713 3.57 -1.35 3.32
O -0.7513 -1.0825 -0.1765 -0.95 0.38 -0.95
H -0.1909 0.3900 1.0349 -0.59 -0.10 -0.78
H -1.5001 0.8589 -0.0671 -2.06 1.08 -1.60
```
Positions in Å, forces in eV/Å.

Results of the Mulliken charge analysis, in e, for atoms 1 through 4: atom 1 (C): 0.179, atom 2 (C): -0.239, atom 3 (C): 0.017, atom 4 (O): -0.349

4.
This record from OMol25 describes 2 unconnected molecules or ions with the total composition C3H4Cl2OSi at a distorted geometry. The level of theory is ωB97M-V with the def2-TZVPD basis set.

* Kohn-Sham gap: 9.0226 eV
* total energy: -1401.7891 hartree
* E_HOMO: -9.40 eV
* SMILES: O=[SiH]Cl.C=C=CCl
* multiplicity: 1
* molecular weight: 155.06 g mol⁻¹
* energy relative to the best compared isomer or geometry (same formula, charge and spin): 50.2 kcal per mole

Geometry as XYZ:
```
11
Properties=species:S:1:pos:R:3:forces:R:3
C -0.6180 1.6257 0.7535 0.84 3.31 -1.92
C -0.7074 0.5742 1.4280 -0.53 -3.02 2.13
C -0.8891 -0.4304 2.2496 -1.52 1.56 -0.17
O 0.0915 -0.9620 -1.5435 -0.90 -0.33 0.61
Si 1.1146 -1.3282 -2.5729 0.58 -0.32 0.46
Cl 1.9152 0.1069 -3.6508 0.57 0.72 -0.97
Cl 0.8181 2.6810 1.0559 -0.83 -0.35 -0.35
H -1.3142 1.9836 -0.0275 0.71 -0.30 0.60
H -0.6780 -1.4306 2.0154 0.69 -1.11 -0.28
H -1.6168 -0.2560 3.0563 0.67 -0.08 -0.03
H 1.8842 -2.5641 -2.7641 -0.27 -0.07 -0.08
```
Positions in Å, forces in eV/Å.

Results of the Mulliken charge analysis, in e, for atoms 1 through 4: atom 1 (C): -0.135, atom 2 (C): 0.164, atom 3 (C): -0.674, atom 4 (O): -0.299